# 1
55
Properties=species:S:1:pos:R:3:forces:R:3:mulliken_charge:R:1 method="wB97M-V/def2-TZVPD" relative_energy_ev=0.000 gap_ev=9.60 smiles=COC[C@H](C)N.COC[C@H](C)N.CO.O.O.O.O.O e_homo_ha=-0.3492
C 2.1505 0.6731 0.9069 0.404 -0.318 -0.041 -0.696
C 3.4444 1.4139 0.5515 -0.356 0.122 0.011 0.461
C 4.5315 0.4391 0.1680 0.090 -0.853 -0.127 -1.141
O 3.9941 -0.5292 -0.7404 -0.030 0.724 -0.351 -0.131
C 4.9755 -1.2760 -1.4049 0.426 -0.462 0.047 -0.905
N 3.2340 2.4026 -0.5176 -0.269 -0.021 0.003 -0.758
H 2.3081 -0.1412 1.6205 0.056 0.188 0.162 0.383
H 1.7890 0.1831 0.0021 -0.242 0.250 0.014 -0.269
H 1.4246 1.3752 1.3129 -0.169 -0.080 -0.084 0.400
H 3.7832 1.9679 1.4304 0.159 -0.020 -0.034 0.388
H 4.8885 -0.1053 1.0533 0.038 0.152 0.070 0.363
H 5.3842 0.9217 -0.3155 -0.063 0.272 0.112 0.483
H 4.5509 -1.6890 -2.3204 -0.202 -0.199 0.194 0.250
H 5.3377 -2.0731 -0.7403 -0.015 -0.111 -0.241 0.309
H 5.8638 -0.7188 -1.7332 -0.221 0.385 0.239 0.342
H 2.6852 1.9692 -1.2582 0.206 -0.089 -0.031 0.193
H 2.6152 3.1278 -0.1649 0.157 0.057 0.027 0.296
C -0.8257 -1.1247 -0.8718 -0.376 0.519 0.193 -1.242
C -0.1358 -2.0996 -1.7931 0.033 -0.488 -0.075 0.291
C 0.9366 -1.4476 -2.6750 -0.071 0.431 0.867 -0.229
O 0.4952 -0.1837 -3.1291 0.305 -0.119 -0.511 -0.325
C 1.4564 0.3917 -4.0129 -0.834 -0.278 0.074 -0.704
N 0.4334 -3.1947 -0.9911 0.653 -0.179 0.177 -0.795
H -1.2545 -0.3055 -1.4508 0.148 0.061 0.086 0.466
H -0.1589 -0.7188 -0.1086 0.216 0.051 -0.233 -0.051
H -1.6444 -1.5569 -0.2941 0.020 -0.373 -0.251 0.377
H -0.8804 -2.5622 -2.4466 -0.070 0.085 0.017 0.467
H 1.1980 -2.1101 -3.5073 -0.031 -0.001 -0.129 0.569
H 1.8376 -1.3036 -2.0571 0.066 -0.058 -0.057 -0.114
H 2.3240 0.7535 -3.4590 0.178 -0.053 -0.079 0.205
H 0.9612 1.2069 -4.5368 0.081 0.141 0.133 0.240
H 1.7304 -0.3560 -4.7623 0.330 0.076 -0.018 0.334
H 1.2267 -2.8459 -0.4489 -0.178 0.259 -0.015 0.298
H 0.8821 -3.8975 -1.5759 -0.375 -0.025 -0.113 0.275
O -3.4466 2.2716 4.3643 -0.003 0.047 0.026 -0.631
H -4.1466 1.6205 4.4710 0.116 0.035 -0.066 0.287
H -3.8045 2.9067 3.7289 -0.039 0.025 -0.139 0.343
O -4.3532 3.4485 1.5955 0.155 -0.075 0.219 -0.676
H -3.9577 2.5961 1.3345 -0.116 0.104 -0.079 0.408
H -3.7797 4.1213 1.2179 -0.039 0.016 -0.037 0.314
O -5.0380 0.7700 -1.1205 0.051 -0.073 -0.036 -0.633
H -4.4143 0.6577 -0.3893 0.000 0.045 0.069 0.368
H -5.8260 0.2900 -0.8526 -0.006 0.028 -0.005 0.287
O -5.2334 0.0281 3.4043 -0.133 -0.170 0.034 -0.603
H -5.8236 0.0613 4.1647 -0.029 0.021 -0.044 0.287
H -5.4985 -0.7632 2.9232 0.022 0.002 0.003 0.253
O -0.5785 -3.0674 1.9988 0.058 0.070 0.064 -0.672
H -1.5096 -3.2790 1.8889 0.017 -0.034 -0.016 0.288
H -0.2024 -3.1869 1.1146 -0.158 -0.101 -0.130 0.332
C -1.9505 0.8284 1.6337 -0.276 0.732 1.399 -0.864
O -3.3529 0.8009 1.3339 0.214 0.100 -0.433 -0.420
H -1.6605 -0.1110 2.1026 0.399 -0.216 -0.613 0.366
H -1.3773 1.1621 0.7778 -0.093 -0.572 -0.350 0.301
H -1.7646 1.5823 2.4118 -0.129 -0.005 -0.083 0.439
H -3.8235 0.6755 2.1663 -0.075 -0.022 0.179 0.196

***

# 2
16
Properties=species:S:1:pos:R:3:forces:R:3:mulliken_charge:R:1 method="wB97M-V/def2-TZVPD" relative_energy_ev=4.395 gap_ev=9.67 smiles="C1=C[C@@H]2C=C[C@@H](C2)O1" e_homo_ha=-0.3186
C -1.3674 0.0987 0.1152 -3.239 -3.357 -0.278 -0.891
C -0.3753 -0.1782 1.1882 2.692 3.708 -1.606 -0.054
C 0.8325 -1.4407 -0.4145 -2.785 4.916 3.247 -0.338
C 0.2097 -0.6451 -1.2355 0.391 1.559 -5.185 -0.435
C -0.6751 0.6435 -1.0585 3.470 -2.452 1.159 -0.108
C 0.3078 1.6489 -0.3671 -2.609 -2.405 -0.655 -0.537
C 0.4792 1.1576 0.8349 -0.524 -0.394 2.657 -0.615
H -1.8634 -0.9563 -0.0997 0.059 2.411 0.146 0.320
H -2.0090 0.8933 0.4840 -0.720 -0.466 0.578 0.435
H -1.0179 -0.2219 2.0929 1.753 -0.636 0.148 0.366
H 1.1555 -2.3117 -0.7266 2.424 -4.185 -0.847 0.550
H 0.4907 -0.8769 -2.2757 -0.646 -0.159 0.169 0.297
H -1.2451 0.8060 -1.9421 -0.297 0.649 -0.490 0.505
H 0.6660 2.4415 -0.9255 1.297 1.434 -0.498 0.505
H 1.1919 1.4367 1.5610 0.768 0.642 0.570 0.420
O 0.7704 -1.1148 0.9320 -2.034 -1.265 0.883 -0.421

***

# 3
76
Properties=species:S:1:pos:R:3:forces:R:3:mulliken_charge:R:1 method="wB97M-V/def2-TZVPD" charge=+1 relative_energy_ev=0.000 gap_ev="6.02 / 6.76" spin_multiplicity=2 e_homo_ha="-0.3883 / -0.4150"
Ti -0.1928 1.8353 0.4864 -1.618 -0.404 -0.435 0.123
C 2.3161 3.1706 -2.8683 0.591 0.044 -0.175 -0.556
C 1.2409 2.9560 -2.0358 -0.149 -0.234 0.654 -0.349
N 1.3895 2.2953 -0.8737 0.692 0.608 -0.998 0.160
C 2.6163 1.8253 -0.5799 -0.141 0.768 -1.072 -0.177
C 3.6932 2.0894 -1.4442 -0.215 -0.547 0.869 -0.376
N 3.5535 2.7536 -2.5647 -0.556 0.349 -0.456 -0.569
C 2.6705 1.0342 0.6354 0.578 -0.804 0.792 1.142
C 3.8158 0.3753 1.1056 -0.290 0.724 -0.862 -1.054
C 3.7551 -0.4159 2.2281 -0.602 -0.193 0.527 0.738
C 2.5139 -0.5184 2.8769 0.332 0.084 -0.200 -0.851
C 1.4285 0.1603 2.3730 -0.410 0.146 0.013 0.527
N 1.4914 0.9262 1.2572 1.263 -0.955 1.036 0.420
C 0.0816 0.1158 2.9920 -0.153 -0.077 0.196 0.106
C -0.2576 -0.5870 4.1450 0.275 0.111 -0.368 -0.329
N -1.4919 -0.5825 4.6227 -0.146 -0.063 0.175 -0.573
C -2.4054 0.1140 3.9690 -0.107 0.110 -0.208 -0.600
C -2.0932 0.8372 2.8179 0.006 -0.240 0.211 -0.325
N -0.8535 0.8296 2.3540 -0.109 0.350 -0.068 0.084
C 4.9310 -1.1352 2.7422 0.325 -0.127 0.084 0.326
C 5.8614 -1.7054 1.8760 -0.070 0.039 0.097 -0.510
C 6.9533 -2.3689 2.4152 -0.033 0.005 -0.198 -0.432
N 7.1699 -2.4852 3.7170 0.177 -0.106 0.070 -0.571
C 6.2872 -1.9394 4.5400 -0.134 0.088 0.128 -0.422
C 5.1550 -1.2622 4.1113 0.020 -0.009 -0.115 -0.526
H 2.1990 3.7164 -3.7942 -0.031 -0.024 -0.040 0.431
H 0.2480 3.3217 -2.2663 0.037 -0.004 -0.004 0.428
H 4.6870 1.7352 -1.1980 0.017 0.032 -0.033 0.443
H 4.7509 0.5062 0.5816 0.042 -0.029 0.013 0.671
H 2.4197 -1.1397 3.7534 -0.040 -0.027 0.025 0.693
H 0.4739 -1.1687 4.6899 0.007 -0.012 0.025 0.436
H -3.4163 0.1029 4.3542 -0.009 -0.001 0.023 0.426
H -2.8319 1.4048 2.2652 0.026 0.003 0.053 0.467
H 5.7360 -1.6705 0.8027 -0.038 0.028 -0.035 0.507
H 7.6847 -2.8300 1.7623 0.007 -0.005 -0.007 0.377
H 6.4902 -2.0401 5.5995 -0.001 -0.002 0.011 0.377
H 4.4921 -0.8210 4.8424 -0.057 0.035 -0.007 0.495
Cl -1.8118 3.7629 0.2319 0.128 0.017 0.106 -0.185
C -0.3265 3.8140 1.3236 0.193 -0.072 -0.066 -0.757
H -0.6894 3.9881 2.3352 0.028 0.183 -0.093 0.467
H 0.2825 4.6350 0.9471 -0.109 0.075 0.213 0.475
O -1.1989 0.7433 -0.5783 0.127 0.032 -0.192 0.856
Si -2.1475 -0.2343 -1.5299 0.216 0.378 0.611 -1.594
C -0.9406 -1.0651 -2.6962 -0.303 0.067 0.113 0.003
C -1.3816 -1.7191 -3.8445 -0.097 -0.018 -0.063 -0.293
C -0.4918 -2.3518 -4.6967 0.054 -0.039 -0.082 -0.740
C 0.8657 -2.3362 -4.4148 0.043 0.014 0.032 -0.500
C 1.3257 -1.6865 -3.2772 0.043 -0.024 -0.044 -0.602
C 0.4273 -1.0587 -2.4282 0.102 0.040 0.076 0.169
C -2.9148 -1.4275 -0.2923 -0.003 0.187 -0.373 0.568
C -3.9831 -1.0172 0.5071 -0.079 0.093 -0.030 -0.213
C -4.4534 -1.8138 1.5388 -0.026 -0.074 0.075 -0.813
C -3.8542 -3.0416 1.7946 -0.009 0.024 -0.015 -0.478
C -2.7987 -3.4705 1.0025 -0.063 -0.054 0.082 -0.783
C -2.3424 -2.6695 -0.0335 0.176 -0.078 -0.088 -0.337
C -3.4295 0.8474 -2.3683 0.137 -0.364 0.023 0.170
C -4.7262 0.3994 -2.6180 -0.035 -0.122 0.034 0.013
C -5.6539 1.2057 -3.2607 -0.051 0.010 -0.017 -0.691
C -5.2975 2.4820 -3.6651 0.003 0.034 -0.004 -0.448
C -4.0106 2.9469 -3.4287 -0.053 0.045 -0.038 -0.699
C -3.0912 2.1328 -2.7905 0.152 0.058 0.021 0.014
H -2.4370 -1.7295 -4.0905 -0.053 0.002 0.013 0.389
H -0.8549 -2.8518 -5.5846 -0.003 -0.008 -0.009 0.412
H 1.5624 -2.8262 -5.0813 0.023 -0.010 -0.005 0.391
H 2.3849 -1.6700 -3.0524 0.023 -0.017 -0.017 0.429
H 0.7991 -0.5519 -1.5409 -0.055 -0.042 -0.031 0.348
H -4.4681 -0.0669 0.3077 -0.003 0.031 0.013 0.547
H -5.2972 -1.4890 2.1351 -0.002 0.005 0.006 0.489
H -4.2225 -3.6692 2.5953 -0.005 -0.008 0.015 0.413
H -2.3427 -4.4353 1.1828 0.003 -0.008 0.006 0.441
H -1.5265 -3.0220 -0.6555 0.022 -0.005 0.001 0.418
H -5.0253 -0.5937 -2.3022 0.003 -0.030 0.011 0.406
H -6.6546 0.8376 -3.4437 -0.012 0.000 -0.002 0.409
H -6.0198 3.1152 -4.1626 -0.008 0.009 -0.011 0.393
H -3.7288 3.9432 -3.7437 0.004 0.012 -0.003 0.419
H -2.0893 2.5089 -2.6127 0.004 -0.004 0.013 0.339

***

# 4
8
Properties=species:S:1:pos:R:3:forces:R:3:mulliken_charge:R:1 method="wB97M-V/def2-TZVPD" relative_energy_ev=2.054 gap_ev=10.07 smiles="C=C1CO1" e_homo_ha=-0.3356
C -0.0944 0.2448 0.2199 -0.857 -0.927 -2.249 0.576
C 0.6637 0.1508 1.2555 1.614 -2.626 1.219 -0.758
C -0.4795 -0.3957 -1.0955 -0.696 2.553 0.700 -0.316
O -0.8263 1.1162 -0.3946 -0.990 -1.004 -1.569 -0.425
H 0.8177 0.7921 2.0821 -0.175 0.911 0.272 0.293
H 1.1532 -0.8353 1.3221 -0.157 0.615 0.151 0.198
H 0.1326 -0.0804 -1.9274 0.383 -0.304 0.025 0.199
H -1.3670 -0.9924 -1.4621 0.878 0.782 1.452 0.232

***

# 5
35
Properties=species:S:1:pos:R:3:forces:R:3:mulliken_charge:R:1 method="wB97M-V/def2-TZVPD" gap_ev=7.43 e_homo_ha=-0.2875
Ag 1.6883 1.5747 -0.1661 0.246 -0.140 0.071 0.436
Cl -1.0903 1.1729 -0.7044 -0.427 -0.060 -0.017 -0.112
C -1.0744 2.4436 -1.9242 -0.041 -0.214 0.099 -0.170
Cl 0.4659 3.3265 -1.8490 0.109 0.351 -0.123 -0.172
H -1.8727 3.1451 -1.7169 0.011 0.014 -0.031 0.367
H -1.1601 1.9915 -2.9059 0.038 -0.016 0.022 0.194
Cl -1.3215 -5.9924 -0.6263 0.031 -0.100 -0.012 -0.231
C -2.8023 -5.1637 -0.2558 -0.093 0.132 -0.113 0.544
C -3.8903 -5.9052 0.1600 0.014 -0.106 -0.002 -0.655
C -5.0822 -5.2660 0.4524 -0.003 -0.002 0.007 -0.382
C -5.1583 -3.8890 0.3606 -0.031 0.012 -0.007 -0.656
C -4.0563 -3.1542 -0.0460 0.238 -0.077 -0.021 0.866
Cl -4.1896 -1.4315 -0.0206 0.136 0.157 -0.102 -0.169
C -2.8479 -3.7682 -0.4117 -0.095 -0.127 -0.130 -0.759
N -1.7064 -3.0901 -0.8468 -0.073 0.280 0.211 -0.090
C -1.5826 -2.3835 -2.0626 -0.050 -0.299 -0.200 0.669
C -2.6798 -2.1493 -2.8937 0.019 -0.044 0.102 -0.444
C -2.5282 -1.4940 -4.1034 0.056 0.026 -0.027 -0.843
C -1.2677 -1.1057 -4.5311 -0.003 0.009 -0.048 -0.904
C -0.1701 -1.3827 -3.7326 -0.084 0.077 0.089 -0.338
C -0.3018 -1.9994 -2.4926 0.109 0.115 0.038 0.585
C 0.9501 -2.2109 -1.6652 0.114 0.246 0.002 -0.832
C 1.4660 -0.8844 -1.0824 0.054 -0.190 0.153 0.990
O 1.9062 -0.0182 -1.8788 -0.131 -0.094 -0.175 -0.789
O 1.4121 -0.7158 0.1662 -0.164 0.017 -0.003 -0.799
H -3.8060 -6.9809 0.2259 0.037 0.009 0.036 0.396
H -5.9429 -5.8425 0.7615 -0.007 0.018 0.014 0.369
H -6.0661 -3.3628 0.6203 0.003 0.003 -0.006 0.413
H -0.8703 -3.6078 -0.6297 -0.024 0.047 0.054 0.206
H -3.6558 -2.5169 -2.6140 -0.061 0.037 0.097 0.487
H -3.3949 -1.3152 -4.7276 -0.010 -0.026 0.022 0.411
H -1.1314 -0.6219 -5.4900 -0.026 0.002 0.007 0.410
H 0.8215 -1.0997 -4.0595 0.031 0.020 0.032 0.369
H 1.7499 -2.5752 -2.3101 -0.055 -0.140 -0.049 0.471
H 0.8079 -2.9197 -0.8532 0.130 0.064 0.009 0.163

***

# 6
10
Properties=species:S:1:pos:R:3:forces:R:3:mulliken_charge:R:1 method="wB97M-V/def2-TZVPD" charge=-1 relative_energy_ev=0.725 gap_ev=5.59 e_homo_ha=-0.0718
C 1.5927 0.2992 1.0925 -0.872 -0.975 -1.018 -0.834
H 0.7181 0.3125 1.7800 0.769 0.396 -0.289 0.212
H 2.4572 0.9041 1.4133 -0.592 -0.183 -0.096 0.259
H 1.1939 0.5827 0.0606 0.705 -0.210 1.427 0.164
H 1.8770 -0.7849 1.0365 -0.004 0.969 -0.025 0.210
C -1.4580 -0.3125 -1.0080 0.912 1.453 -1.121 -0.676
S -3.2073 -0.2276 -1.5705 0.229 -0.196 0.109 -0.737
H -1.3781 0.0382 0.0494 0.156 -0.799 -0.587 0.083
H -0.9555 -1.2907 -1.2481 -0.482 0.746 0.715 0.191
H -0.8401 0.4790 -1.6056 -0.820 -1.201 0.883 0.128

***

# 7
14
Properties=species:S:1:pos:R:3:forces:R:3:mulliken_charge:R:1 method="wB97M-V/def2-TZVPD" relative_energy_ev=4.528 gap_ev="7.16 / 7.36" e_homo_ha="-0.3045 / -0.3042"
C -2.0209 0.2003 -0.0284 -0.362 0.089 0.014 -1.306
C -0.7392 -0.5969 0.3471 0.008 -0.270 -0.019 0.976
C -1.1809 -1.8877 0.4146 0.135 0.499 -0.225 -0.485
O 1.7226 -0.9809 -1.0534 0.103 0.049 0.371 -0.627
C 1.6002 -0.0800 -0.2333 0.023 -0.093 -0.010 0.572
N 2.5606 0.8945 -0.0617 0.185 -0.147 0.038 -0.433
C 0.3575 0.1941 0.4927 -0.031 0.125 -0.198 -0.742
H -1.9892 1.1508 0.5071 -0.123 -0.209 0.064 0.383
H -2.9867 -0.2819 0.1257 0.107 -0.026 0.125 0.388
H -1.8720 0.3940 -1.0963 -0.218 -0.023 0.205 0.309
H -1.6641 -2.3694 -0.4413 0.201 0.171 -0.082 0.280
H 3.4306 0.7553 -0.5519 -0.051 -0.075 0.108 0.241
H 2.6055 1.3748 0.8234 -0.006 -0.013 -0.155 0.227
H 0.1760 1.2329 0.7558 0.029 -0.077 -0.236 0.216

***

# 8
14
Properties=species:S:1:pos:R:3:forces:R:3:mulliken_charge:R:1 method="wB97M-V/def2-TZVPD" relative_energy_ev=2.040 gap_ev=10.74 smiles=C[C@]12CC[C@H]1O2 e_homo_ha=-0.3538
C -1.8565 0.4779 0.2671 0.047 0.044 0.040 -1.208
C -0.4710 -0.0122 -0.0343 -0.150 0.233 0.171 0.748
C 0.6442 -0.6224 0.8407 -0.492 -0.121 0.074 -0.581
C 1.6771 -0.1994 -0.2551 0.085 0.031 -0.033 -0.520
C 0.5122 0.3918 -1.0408 0.208 0.302 -0.243 -0.345
O -0.3674 -0.6971 -1.2908 -0.042 -0.083 -0.094 -0.473
H -1.9193 1.0018 1.2245 0.083 -0.013 -0.116 0.324
H -2.5618 -0.3615 0.2896 0.192 0.065 0.070 0.264
H -2.1857 1.1474 -0.5353 0.070 -0.071 0.175 0.310
H 0.8610 -0.1349 1.7976 -0.324 -0.003 -0.213 0.281
H 0.3970 -1.6706 1.0029 0.587 -0.181 0.066 0.260
H 2.3863 0.5523 0.1025 -0.137 -0.103 0.049 0.265
H 2.2253 -0.9819 -0.7869 -0.155 0.045 0.122 0.256
H 0.4962 1.2356 -1.7215 0.027 -0.146 -0.070 0.419

***

Calculated values (hartree) of E_tot for the records, taken in order: -1075.877695; -346.614014; -3430.267218; -191.834490; -2771.785628; -478.582455; -324.558084; -270.482921.